Below is a molecular structure, C9H12F16LiN4O19S9, with properties calculated with the ωB97M-V functional and the def2-TZVPD basis.

```
70
Properties=species:S:1:pos:R:3
Li -1.0141 -0.5647 1.1274
N -1.2739 -2.2350 2.1359
S -2.7447 -2.8360 2.1186
O -3.0185 -3.6818 3.2593
O -3.3634 -3.1897 0.8669
F -3.4754 -1.4768 2.5232
S -0.5612 -3.7164 1.5820
O -0.5826 -4.0683 0.1989
O -0.5187 -4.7585 2.5605
F 0.9693 -3.1958 1.6788
N -3.9508 3.2413 1.5206
S -4.9248 2.6523 0.2663
O -6.2249 2.1497 0.6665
O -4.2102 2.1409 -0.8726
F -5.3970 4.1077 -0.2546
S -3.6558 1.8691 2.1631
O -2.6500 1.0158 1.5267
O -4.7047 1.2541 2.9404
F -2.7356 2.5468 3.3041
N -3.8928 -0.6320 -2.5297
S -5.0442 -1.1758 -1.4589
O -4.9769 -0.6946 -0.1181
O -5.5562 -2.5011 -1.6500
F -6.2969 -0.3024 -2.0481
S -2.7825 -1.5776 -1.9762
O -2.9171 -3.0120 -2.1151
O -2.1188 -1.0694 -0.8066
F -1.6923 -1.3674 -3.1225
N 2.4228 1.3114 3.2748
S 1.0783 2.2878 3.0409
O -0.1367 1.6701 3.4954
O 1.0602 3.1767 1.9075
F 1.4511 3.3003 4.2201
S 2.1959 0.4664 1.9991
O 2.7541 1.0839 0.8016
O 0.9785 -0.3089 1.9338
F 3.2777 -0.6417 2.3845
C 0.9858 4.1173 -2.2147
C -0.3933 4.7367 -1.7443
C -0.9854 3.8342 -0.6610
S -0.6037 2.1704 -1.1537
O -1.3693 1.7098 -2.2932
O -0.4917 1.2244 -0.0710
C 1.0498 2.6624 -1.7193
H 1.7672 4.6839 -1.7100
H 1.0419 4.1267 -3.3005
H -1.0119 4.7126 -2.6469
H -0.4698 5.7916 -1.4807
H -2.0607 3.9138 -0.4892
H -0.5587 4.0633 0.3166
H 1.4745 1.8992 -2.3698
H 1.6877 2.5894 -0.8343
C 5.0439 -1.8460 -0.4624
C 5.6325 -2.8689 0.4955
C 5.3968 -4.3461 0.0607
F 4.1375 -4.7630 0.3337
F 5.6131 -4.4546 -1.2695
F 6.9748 -2.6561 0.6462
F 5.2082 -2.7002 1.7904
O 3.6535 -2.0558 -0.6431
C 3.1827 -1.4065 -1.7678
C 1.6677 -1.6252 -1.9217
F 0.9456 -1.5469 -0.7916
F 1.1097 -0.7712 -2.8023
F 3.4822 -0.0843 -1.6453
F 3.7291 -1.8211 -2.9281
H 5.5245 -2.0356 -1.4286
H 5.2791 -0.8100 -0.2176
H 6.0381 -5.0422 0.6152
H 1.5514 -2.6699 -2.2363
```

gap between HOMO and LUMO	7.13	eV
DFT total energy	-195591.206	eV
ΔE to the lowest compared entry with this formula, charge and spin	2.673	eV
charge	-3
HOMO	-1.96	eV


Below is 2 unconnected molecules or ions with the total composition C9H12FNO2S, with properties calculated with the ωB97M-V functional and the def2-TZVPD basis.

```
26
Properties=species:S:1:pos:R:3
C -1.1793 2.8664 -1.3274
C -0.4504 1.8043 -1.8915
C -2.0152 2.6934 -0.2781
C -0.6513 0.5712 -1.3628
C -2.2591 1.4271 0.2208
C -1.6058 0.3138 -0.3214
C -1.6710 -2.1666 -0.6513
C 1.7649 -0.0147 1.4366
C -1.7084 -1.0277 0.1657
N 1.8432 -2.3559 -0.0169
O 3.6866 -1.6155 1.7479
O 3.5807 -0.6126 -0.4902
F 0.9309 -2.5762 1.0476
S 2.7302 -1.2074 0.4937
H -0.9722 3.8546 -1.8994
H 0.1204 1.9616 -2.8048
H -2.5283 3.5508 0.1474
H -0.0922 -0.4144 -1.6231
H -2.8997 1.2757 1.1380
H -1.4050 -2.0751 -1.6074
H -1.7306 -3.0759 -0.0806
H 3.9699 -2.5221 1.9001
H 1.0267 0.5293 0.8544
H 1.2705 -0.6684 2.1498
H 2.5026 0.6650 1.8752
H -2.2582 -1.1807 1.1779
```

gap between HOMO and LUMO (alpha / beta)	6.06 / 7.44	eV
DFT total energy	-28656.766	eV
2S+1	3
ΔE to the lowest compared entry with this formula, charge and spin	0.623	eV
HOMO (alpha / beta)	-5.60 / -9.58	eV


Below is 2 unconnected molecules or ions with the total composition C9H12IO2, with properties calculated with the ωB97M-V functional and the def2-TZVPD basis.

```
24
Properties=species:S:1:pos:R:3
C -1.0608 1.4613 -1.4428
C -0.2820 0.5428 -2.0501
C -0.3440 -2.6609 -2.8115
C -1.0807 1.5575 0.1324
C 0.2268 1.0414 0.7351
C 0.5522 -0.4323 -1.4194
C 0.6627 -0.4151 0.0865
C 2.0221 -0.7151 0.5752
C -0.3862 -1.3637 0.6278
O -0.2179 -3.4766 -2.0538
O -0.5034 -1.9548 -3.7277
I 2.3981 -0.6922 -2.6056
H -1.8993 1.9151 -1.8713
H -0.3495 0.2707 -3.0911
H -1.1914 2.6187 0.3879
H -1.8995 1.2108 0.6698
H 1.0475 1.7496 0.7601
H 0.1278 0.8331 1.7436
H 2.1603 -0.2987 1.5216
H 2.7466 -0.1956 -0.0869
H 2.2851 -1.6932 0.6263
H -0.2889 -2.3246 0.2124
H -1.2822 -0.8649 0.5607
H -0.2636 -1.5063 1.7725
```

gap between HOMO and LUMO	5.12	eV
DFT total energy	-21722.417	eV
ΔE to the lowest compared entry with this formula, charge and spin	0.606	eV
charge	-1
HOMO	-2.09	eV


Below is a gas-phase ion, C9H12N (charge +1), with properties calculated with the ωB97M-V functional and the def2-TZVPD basis.

```
22
Properties=species:S:1:pos:R:3
C 1.8666 -0.3078 -1.2013
C 1.0014 -0.0137 0.0105
N 1.6055 -0.4081 1.2408
C 0.3291 1.4060 0.0424
C -1.0963 0.8122 0.0907
C -2.3438 1.3347 -0.0177
C -3.2863 0.3205 0.0170
C -2.9971 -0.9711 -0.1124
C -1.6819 -1.4877 -0.1310
C -0.7832 -0.4989 -0.0389
H 1.7276 -1.4442 -1.3277
H 2.8932 0.1692 -1.1212
H 1.4881 0.1345 -2.1127
H 2.6454 -0.3287 1.2132
H 1.5448 -1.4303 1.4093
H 1.1484 0.1765 1.9899
H 0.4495 1.8259 -0.9831
H 0.7206 2.2611 0.6795
H -2.6005 2.4425 -0.0134
H -4.2696 0.5683 0.2984
H -3.8556 -1.6334 0.0417
H -1.4169 -2.4743 -0.0498
```

gap between HOMO and LUMO	9.28	eV
DFT total energy	-11008.319	eV
ΔE to the lowest compared entry with this formula, charge and spin	1.542	eV
charge	+1
structure (SMILES)	C[C@@]1([NH3+])Cc2ccccc21
HOMO	-12.83	eV


Below is a single C9H12N2O2 molecule, with properties calculated with the ωB97M-V functional and the def2-TZVPD basis.

```
25
Properties=species:S:1:pos:R:3
C -4.1580 -0.8897 1.1594
C -2.8315 -0.9882 0.5084
C -2.8917 -1.4999 -0.9273
C -2.2600 0.4022 0.4575
O -0.9582 0.3817 -0.2152
C 0.0410 0.2990 0.6255
O -0.0218 0.1326 1.8539
C 1.3956 0.3885 -0.0927
C 2.5420 0.1925 0.6843
N 3.7440 0.2774 0.1362
C 3.8752 0.5768 -1.1317
C 2.7254 0.6577 -1.9296
N 1.4781 0.6869 -1.4138
H -4.7957 -0.1952 0.5687
H -4.5988 -1.8879 1.2116
H -4.0623 -0.3349 2.0624
H -2.2920 -1.6965 1.2006
H -3.4493 -0.5411 -1.4383
H -3.5028 -2.4853 -1.1577
H -1.8784 -1.5382 -1.3285
H -2.8782 1.1742 -0.0460
H -2.1620 0.7228 1.4714
H 2.4794 -0.2272 1.7299
H 4.8773 0.7237 -1.5606
H 2.9219 0.5884 -3.0032
```

gap between HOMO and LUMO	9.60	eV
DFT total energy	-16601.607	eV
ΔE to the lowest compared entry with this formula, charge and spin	0.709	eV
structure (SMILES)	CC(C)COC(=O)c1cnccn1
HOMO	-9.65	eV


Below is 2 unconnected molecules or ions with the total composition C9H12N2O2S, with properties calculated with the ωB97M-V functional and the def2-TZVPD basis.

```
26
Properties=species:S:1:pos:R:3
C -3.9968 0.4403 -0.2879
C -3.4824 1.7275 -0.0064
C -3.1995 -0.6902 -0.0181
C -2.1937 1.7959 0.4587
C -1.8201 -0.3916 0.2215
C 5.1422 -0.1125 -0.3891
C 4.0782 0.0939 0.1034
C 1.7844 0.5177 -0.6585
C 2.7209 0.3507 0.5252
N -1.3431 0.7648 0.4346
N 2.3797 -0.6246 1.5643
O -1.2071 -2.9315 0.8339
O -0.8381 -1.9235 -1.4593
S -0.5760 -1.7972 0.2052
H -4.9274 0.2984 -0.8306
H -4.1107 2.6039 -0.0355
H -3.4931 -1.6329 -0.3944
H -1.8145 2.7981 0.8356
H -0.2865 -2.5594 -1.9355
H 6.1489 -0.0821 -0.5181
H 2.0511 1.3619 -1.2370
H 1.6527 -0.3576 -1.2034
H 0.8685 0.9021 -0.3136
H 2.6321 1.3706 1.0432
H 2.3605 -1.5370 1.2727
H 1.4699 -0.3856 1.7893
```

gap between HOMO and LUMO	9.51	eV
DFT total energy	-27433.821	eV
ΔE to the lowest compared entry with this formula, charge and spin	4.360	eV
HOMO	-9.21	eV


Number 1: maximum force 6.73 eV Å⁻¹. Number 2: maximum force 5.91 eV Å⁻¹. Number 3: maximum force 5.35 eV Å⁻¹. Number 4: maximum force 5.30 eV Å⁻¹. Number 5: maximum force 2.93 eV Å⁻¹. Number 6: maximum force 3.41 eV Å⁻¹.